(1)
Formula: C99H105N7O15
Source: the OMol25 dataset
Level of theory: the ωB97M-V functional and the def2-TZVPD basis

Calculated values
LUMO level (alpha / beta) in eV: -3.354 / -5.421
Net charge: +1
Multiplicity: 2
Total energy in Eh: -5346.89013
HOMO (alpha / beta) in eV: -9.71 / -9.71
Strongest force on any atom in eV/A: 6.308
Expectation value of S²: 0.75

```
226
Properties=species:S:1:pos:R:3:mulliken_charge:R:1
C -4.419 -8.512 1.317 -0.4303
C -5.703 -8.645 1.895 -0.7824
C -6.335 -7.515 2.238 -0.5147
C -5.627 -6.268 2.269 0.2171
C -4.321 -6.157 1.700 0.7259
C -3.720 -7.295 1.113 -0.7289
C -3.578 -4.857 1.651 0.3686
O -2.485 -4.824 1.092 -0.2458
C -4.207 -3.668 2.203 0.0914
C -3.506 -2.392 2.177 -0.7705
C -4.079 -1.258 2.624 -0.1072
C -5.338 -1.280 3.161 -0.8888
C -6.044 -2.487 3.235 -1.1766
C -5.511 -3.720 2.758 0.4425
C -6.279 -4.990 2.915 0.5344
O -7.403 -5.011 3.400 -0.6411
H -3.936 -9.450 1.089 0.3788
H -6.308 -9.540 1.856 0.3700
H -7.359 -7.450 2.576 0.4641
H -2.711 -7.426 0.752 0.3148
H -2.481 -2.372 1.836 0.5495
H -3.588 -0.299 2.701 0.7549
H -5.788 -0.348 3.469 0.5676
H -7.075 -2.374 3.536 0.3810
C 5.234 2.441 6.608 -0.5986
C 5.308 3.387 5.631 -0.7040
C 4.201 3.809 4.972 -0.3845
C 2.958 3.270 5.338 0.1753
C 2.907 2.164 6.184 0.7043
C 4.005 1.854 6.956 -0.8736
C 1.711 1.341 6.334 0.4974
O 1.684 0.329 7.108 -0.7523
C 0.454 1.805 5.468 0.1542
C -0.721 1.071 5.606 -0.8087
C -1.884 1.436 4.936 -1.0927
C -1.885 2.528 4.058 -0.2092
C -0.672 3.317 4.010 -0.2897
C 0.481 2.928 4.616 0.5151
C 1.760 3.767 4.497 0.4502
O 1.808 4.791 3.736 -0.7212
H 6.211 2.248 7.026 0.4004
H 6.238 3.856 5.344 0.4408
H 4.370 4.461 4.128 0.4384
H 3.969 1.391 7.931 0.5220
H -0.727 0.265 6.324 0.6957
H -2.801 0.902 5.140 0.5701
H -2.659 2.595 3.308 0.2400
H -0.699 4.195 3.381 0.5814
C 2.669 -3.669 1.567 0.2417
C 1.481 -4.407 1.698 -0.9314
C 1.111 -5.284 0.679 -0.9086
C 2.034 -5.598 -0.392 -0.7027
C 3.271 -4.846 -0.436 0.7039
C 3.565 -3.946 0.526 -0.9792
C 4.211 -5.118 -1.581 0.5847
O 5.324 -4.543 -1.647 -0.7474
C 3.827 -6.080 -2.664 0.6140
C 4.851 -6.466 -3.582 -0.9627
C 4.603 -7.438 -4.464 -0.4864
C 3.377 -8.201 -4.431 -0.6304
C 2.384 -7.803 -3.541 -0.4706
C 2.568 -6.771 -2.663 0.4271
C 1.513 -6.459 -1.570 0.7918
O 0.423 -7.059 -1.555 -0.8467
H 2.977 -2.863 2.217 0.6294
H 0.737 -4.297 2.473 0.5344
H 0.172 -5.818 0.701 0.5559
H 4.502 -3.410 0.494 0.6980
H 5.841 -6.034 -3.580 0.4393
H 5.374 -7.758 -5.150 0.4020
H 3.239 -9.054 -5.079 0.4298
H 1.577 -8.513 -3.441 0.3823
C 4.078 5.807 -0.867 -0.9594
C 4.205 5.684 0.496 -0.6279
C 4.275 4.413 1.156 0.0981
C 4.520 3.258 0.362 0.7156
C 4.623 3.433 -1.123 0.0008
C 4.355 4.659 -1.631 -0.3998
C 4.801 2.279 -2.018 0.9330
O 4.784 2.418 -3.269 -0.7627
C 5.117 0.939 -1.439 0.4979
C 5.331 -0.181 -2.166 -0.1069
C 5.753 -1.350 -1.613 -0.3864
C 6.064 -1.433 -0.245 -1.4098
C 5.572 -0.414 0.522 -0.6823
C 5.122 0.814 -0.019 0.2176
C 4.804 1.895 0.996 0.1791
O 4.844 1.771 2.185 -0.6099
H 4.011 6.747 -1.393 0.4749
H 4.333 6.565 1.107 0.4439
H 4.349 4.363 2.233 0.0062
H 4.166 4.759 -2.689 0.4871
H 5.051 -0.162 -3.208 0.4393
H 5.714 -2.278 -2.163 0.5832
H 6.390 -2.384 0.150 0.5524
H 5.590 -0.512 1.597 0.4298
C 0.434 -5.438 9.050 -0.2715
C -0.841 -5.083 8.501 -0.8521
C -0.893 -4.173 7.525 -0.3573
C 0.231 -3.598 6.959 0.2640
C 1.507 -4.006 7.559 0.6455
C 1.574 -4.883 8.590 -0.8535
C 2.761 -3.319 7.053 0.4000
O 3.836 -3.480 7.658 -0.6804
C 2.602 -2.546 5.800 -0.1509
C 3.792 -1.922 5.265 -1.3425
C 3.755 -1.113 4.124 -0.2543
C 2.590 -0.861 3.510 0.8498
C 1.435 -1.382 4.077 0.2544
C 1.453 -2.225 5.125 1.1961
C 0.164 -2.572 5.812 0.2669
O -0.907 -2.028 5.544 -0.5876
H 0.485 -6.092 9.908 0.3882
H -1.780 -5.340 8.968 0.3869
H -1.801 -3.746 7.125 0.4753
H 2.472 -5.169 9.117 0.4791
H 4.772 -2.246 5.584 0.4894
H 4.693 -0.700 3.784 0.2487
H 2.454 -0.277 2.613 -0.8901
H 0.482 -1.125 3.640 0.0759
C -2.709 -5.917 -2.779 0.3731
O -3.174 -5.498 -3.814 -0.7033
N -2.150 -7.124 -2.541 -0.2605
N -2.405 -5.066 -1.833 0.1901
H -2.251 -7.812 -3.274 0.2434
H -1.280 -7.237 -2.040 0.3489
H -2.578 -4.116 -2.130 0.1042
H -2.137 -5.221 -0.872 -0.0382
C 1.460 0.414 -5.827 0.4451
O 1.798 0.710 -4.717 -0.4802
N 0.968 -0.663 -6.317 -0.3996
N 1.501 1.261 -6.851 -0.2427
H 0.796 -1.428 -5.680 0.2275
H 0.707 -0.738 -7.290 0.1481
H 1.894 2.191 -6.877 -0.2435
H 1.312 0.687 -7.661 0.0950
C 4.023 3.675 -6.819 -1.7716
C 2.856 4.752 -6.818 1.3617
C 2.427 5.020 -8.310 -1.2361
C 1.071 5.886 -8.272 -0.6818
C -0.005 4.990 -7.608 -1.1584
C 0.386 4.576 -6.166 1.0736
N 1.761 4.052 -6.066 0.5573
O 2.059 3.770 -4.734 0.7141
C 0.253 5.905 -5.146 -1.5964
C -0.650 3.490 -5.706 -1.2470
C 3.480 6.041 -6.169 -1.3315
H 3.792 2.760 -7.364 0.4172
H 4.238 3.328 -5.808 0.2394
H 4.951 4.138 -7.156 0.4955
H 3.112 5.728 -8.776 0.3921
H 2.353 4.159 -8.974 0.3032
H 0.920 5.978 -9.348 0.4326
H 1.091 6.918 -7.921 0.3696
H -0.063 4.050 -8.155 0.3682
H -0.962 5.506 -7.528 0.4578
H 0.616 5.839 -4.120 0.1244
H 0.725 6.753 -5.644 0.4040
H -0.795 6.198 -5.087 0.5057
H -0.567 2.660 -6.408 0.4303
H -0.353 3.119 -4.726 -0.2025
H -1.705 3.766 -5.730 0.5102
H 4.309 6.533 -6.676 0.4833
H 3.617 5.994 -5.088 0.0397
H 2.732 6.833 -6.180 0.3733
H 1.967 2.826 -4.881 -0.1902
C -4.080 4.395 1.171 -1.8094
C -5.370 3.572 0.754 1.7288
C -6.210 3.492 2.106 -1.4751
C -7.710 3.113 1.944 -0.7006
C -8.246 4.063 0.877 -1.6033
C -7.622 4.045 -0.522 1.8812
N -6.155 4.199 -0.358 0.5087
O -5.416 4.302 -1.438 -0.4435
C -8.049 2.730 -1.177 -1.6687
C -8.145 5.251 -1.220 -2.0371
C -5.018 2.067 0.502 -1.3098
H -3.255 4.293 0.465 0.2043
H -3.754 4.195 2.192 0.3738
H -4.236 5.468 1.277 0.4691
H -5.685 2.756 2.714 0.3366
H -6.157 4.425 2.666 0.5338
H -8.244 3.016 2.890 0.4602
H -7.653 2.068 1.641 0.2655
H -8.094 5.073 1.257 0.4503
H -9.321 3.897 0.937 0.4000
H -8.529 2.039 -0.484 0.3163
H -8.693 2.825 -2.051 0.4389
H -7.284 2.040 -1.534 0.2933
H -7.711 6.177 -0.844 0.4008
H -7.754 5.288 -2.237 0.4636
H -9.219 5.102 -1.338 0.4303
H -4.359 1.550 1.199 0.1167
H -4.442 2.009 -0.421 0.3290
H -5.810 1.335 0.346 0.3609
H -5.301 5.255 -1.465 0.3505
C -1.543 2.241 -1.563 -2.1216
C -0.228 1.634 -1.138 3.2527
C -0.185 1.688 0.376 -1.8073
C 0.783 0.680 0.965 0.1105
C 0.517 -0.724 0.469 0.2954
C 0.637 -0.839 -1.058 3.0129
N -0.125 0.269 -1.731 0.7147
O -0.289 0.209 -3.090 -0.3840
C 2.099 -1.138 -1.542 -0.6091
C -0.105 -2.187 -1.247 -2.3941
C 0.934 2.433 -1.850 -0.7426
H -1.844 2.077 -2.598 0.3755
H -1.455 3.305 -1.343 0.4456
H -2.286 1.745 -0.937 0.3419
H 0.193 2.681 0.621 0.5248
H -1.155 1.729 0.873 -0.1250
H 0.634 0.656 2.044 0.2570
H 1.828 0.890 0.736 -0.4498
H -0.453 -1.036 0.856 0.0190
H 1.257 -1.372 0.939 -0.8920
H 2.657 -0.204 -1.606 -0.3733
H 2.625 -1.758 -0.817 -0.4996
H 2.082 -1.613 -2.524 0.6757
H -1.040 -2.354 -0.713 0.4927
H -0.353 -2.386 -2.289 0.5824
H 0.499 -3.058 -0.994 0.0164
H 0.658 2.619 -2.887 -0.7150
H 1.838 1.829 -1.766 -0.2578
H 1.173 3.403 -1.415 0.5465
H 0.576 0.515 -3.372 0.3104
```

(2)
Formula: C4H3LiO6Tl
Source: the OMol25 dataset
Level of theory: the ωB97M-V functional and the def2-TZVPD basis

Calculated values
LUMO level (alpha / beta) in eV: -0.565 / -0.566
Net charge: 0
Multiplicity: 2
Total energy in Eh: -785.62825
HOMO (alpha / beta) in eV: -8.19 / -8.24
Strongest force on any atom in eV/A: 5.430
Expectation value of S²: 0.75

```
15
Properties=species:S:1:pos:R:3:mulliken_charge:R:1
O -3.878 0.830 1.001 -0.8558
C -2.752 0.335 1.244 1.0092
O -2.538 -0.500 2.151 -0.8632
O -1.750 0.739 0.426 -0.3155
C -0.459 0.306 0.651 -0.2827
O 1.698 -0.039 -0.145 -0.2966
C 2.652 0.260 -1.097 0.8668
C 0.377 0.219 -0.396 -0.2267
O 2.309 0.665 -2.203 -0.6222
O 3.789 -0.168 -0.751 -0.5377
Li -4.494 -0.358 2.439 0.8822
Tl 5.441 -0.544 -1.665 0.4379
H -0.289 -0.223 1.589 0.3183
H 0.145 0.659 -1.366 0.4560
H -0.251 -2.180 -1.878 0.0301
```

(3)
Formula: C3H11NOS2
Source: the OMol25 dataset
Level of theory: the ωB97M-V functional and the def2-TZVPD basis

Calculated values
LUMO level in eV: 0.365
Net charge: 0
Total energy in Eh: -1047.20646
HOMO in eV: -9.00
Structure (SMILES): CNCCSS.O
Strongest force on any atom in eV/A: 4.467

```
18
Properties=species:S:1:pos:R:3:mulliken_charge:R:1
C 0.543 -2.182 -1.669 -0.7001
N 0.931 -1.204 -0.606 -0.4044
C -0.192 -0.260 -0.391 -0.4991
C -0.552 0.738 -1.596 -0.5282
S -1.547 2.271 -1.146 -0.0670
S -3.571 1.821 -1.116 -0.2076
H 1.458 -2.268 -2.334 0.2867
H -0.366 -1.903 -2.177 0.2238
H 0.277 -3.168 -1.224 0.2465
H 1.742 -0.770 -1.034 0.3006
H -1.063 -0.657 0.146 0.3187
H 0.312 0.543 0.354 0.2575
H -1.142 0.306 -2.535 0.3042
H 0.446 1.003 -1.909 0.3141
H -3.921 1.604 0.183 0.1542
O 2.416 1.191 5.978 -0.6525
H 1.886 2.038 6.031 0.3277
H 2.343 0.897 5.046 0.3248
```

(4)
Formula: C4H9N2S
Source: the OMol25 dataset
Level of theory: the ωB97M-V functional and the def2-TZVPD basis

Calculated values
LUMO level (alpha / beta) in eV: -3.281 / -3.281
Net charge: +1
Total energy in Eh: -665.10036
HOMO (alpha / beta) in eV: -11.44 / -11.44
Strongest force on any atom in eV/A: 6.789

```
16
Properties=species:S:1:pos:R:3:mulliken_charge:R:1
C -1.330 -0.976 -0.020 0.5332
C 0.756 -2.250 0.311 -0.4283
C 1.302 0.496 -0.601 -0.7049
C -2.535 -0.365 -0.561 -1.1888
N -0.409 -1.675 0.200 0.0127
N 1.704 1.497 0.376 -0.3385
S 2.151 -0.916 -0.430 -0.1758
H 0.920 -2.467 1.399 0.2908
H 0.786 -3.020 -0.341 0.3454
H 0.730 0.605 -1.485 0.5512
H -2.642 0.572 -0.260 0.3711
H -3.342 -0.992 -0.419 0.3790
H -2.512 -0.248 -1.653 0.3284
H 1.095 2.206 0.813 0.3412
H 2.405 2.042 0.073 0.2931
H 2.172 1.152 1.242 0.3902
```